[1]
2 unconnected molecules or ions with the total composition C17H19NO. Source: the Open Molecules 2025 dataset; level of theory: wB97M-V/def2-TZVPD.

Calculated values
LUMO energy = 0.79 eV
SMILES string = Cc1c[nH]c2ccccc12.CCc1ccc(O)cc1
energy = -21471.965 eV
largest force on an atom = 5.40 eV Å⁻¹
frontier orbital gap = 0.3139 Ha
relative energy (zero: lowest compared OMol25 entry of this formula, charge and spin) = 98.49 kcal per mole

The geometry in XYZ format:
```
38
Properties=species:S:1:pos:R:3:mulliken_charge:R:1
C 1.94565 0.10312 0.91267 -1.155
C 1.89264 1.39785 1.59011 0.629
C 2.55159 2.07665 2.59568 -0.806
N 2.10954 3.31260 2.82616 0.070
C 0.94992 3.49732 2.12864 -0.646
C -0.01253 4.46909 2.03758 -0.664
C -1.09603 4.35924 1.13702 -0.603
C -1.37024 3.08244 0.56488 -0.315
C -0.54640 2.05739 0.64150 -0.615
C 0.72420 2.27534 1.35778 1.356
H 1.06104 -0.53730 1.00073 0.251
H 2.86145 -0.46864 1.17465 0.411
H 2.31347 0.14551 -0.13440 0.344
H 3.46783 1.78104 3.10206 0.382
H 2.53896 3.98249 3.40464 0.147
H 0.09545 5.45944 2.45979 0.317
H -1.96841 5.12518 0.99129 0.238
H -2.31052 3.05948 0.06989 0.408
H -0.82456 1.19231 0.06088 0.339
C 2.10017 -2.39443 -1.47690 -1.151
C 0.90379 -1.45305 -1.60094 -0.099
C -0.49311 -2.14986 -1.55880 0.059
C -1.25698 -1.94057 -0.37077 -0.496
C -2.56286 -2.34994 -0.35114 -0.741
C -3.00383 -3.11111 -1.46147 1.074
O -4.24702 -3.70561 -1.35873 -0.582
C -2.20515 -3.40760 -2.60308 -0.766
C -1.01684 -2.87411 -2.64437 -0.550
H 2.49970 -2.50881 -2.47918 0.326
H 1.73588 -3.28029 -1.07149 0.379
H 2.93464 -1.79963 -0.98620 0.298
H 0.84268 -0.52524 -0.93097 -0.104
H 1.02542 -1.09531 -2.62527 0.400
H -0.79081 -1.55731 0.50750 0.416
H -3.18955 -2.12238 0.47766 0.273
H -4.71073 -3.41671 -0.46462 0.311
H -2.62625 -3.62608 -3.55981 0.339
H -0.32223 -3.05250 -3.36295 0.525
```

[2]
A molecular structure, C17H19NSSn. Source: the Open Molecules 2025 dataset; level of theory: wB97M-V/def2-TZVPD.

Calculated values
LUMO energy (spin up / spin down) = -0.66 / 0.03 eV
energy = -36089.676 eV
largest force on an atom = 2.55 eV Å⁻¹
frontier orbital gap (spin up / spin down) = 0.2292 / 0.2150 Ha
relative energy (zero: lowest compared OMol25 entry of this formula, charge and spin) = 5.57 kcal per mole

The geometry in XYZ format:
```
39
Properties=species:S:1:pos:R:3:mulliken_charge:R:1
C 0.74410 -0.70502 -2.69436 0.919
C 0.10011 2.38721 -2.83742 -0.113
C -0.59467 -0.95074 -3.21715 -0.659
H 1.31369 -1.61900 -2.94530 0.450
C -1.17860 2.25734 -2.46962 -0.572
H 0.69512 3.17330 -2.34982 0.325
H -1.00328 -1.94054 -2.98958 0.373
H -1.63709 3.03015 -1.82743 0.311
C -1.55399 -0.00052 -3.72292 -0.755
H -2.43816 -0.62146 -3.98735 0.335
H -1.29995 0.52639 -4.65374 0.299
C 1.62195 0.45348 -3.28869 -0.735
H 2.29688 0.04475 -4.05313 0.333
H 2.30516 0.83301 -2.51691 0.336
C 0.87299 1.62873 -3.88230 -0.699
H 0.23435 1.34152 -4.72456 0.310
H 1.63022 2.31742 -4.29909 0.378
C -2.05770 1.04594 -2.66151 -0.422
H -3.06692 1.39776 -2.94683 0.411
H -2.20482 0.53029 -1.68753 0.255
Sn 0.83642 -0.87481 0.89629 0.222
H 0.79306 -0.65803 -1.52571 -1.098
S 1.74502 0.72027 5.03647 -0.226
C 2.90703 1.52791 4.05612 -0.352
C 2.80324 1.17677 2.71251 -0.459
C 1.79907 0.18947 2.50507 -0.221
C 1.16096 -0.19253 3.66570 -0.197
C 0.07287 -1.11709 3.78958 1.204
C -0.52765 -1.49801 5.01053 -0.829
C -1.67017 -2.28399 5.00003 -0.285
C -2.25043 -2.62430 3.77233 -0.700
C -1.60094 -2.28235 2.58327 -0.124
N -0.45231 -1.55848 2.59799 -0.279
H 3.62181 2.20728 4.50876 0.436
H 3.42468 1.61845 1.94065 0.388
H -0.11713 -1.13816 5.94944 0.292
H -2.12563 -2.61971 5.93427 0.404
H -3.20078 -3.14355 3.71527 0.355
H -1.99854 -2.57912 1.60670 0.387
```

[3]
A molecular structure, C17H20AlN3SbSe4. Source: the Open Molecules 2025 dataset; level of theory: wB97M-V/def2-TZVPD.

Calculated values
LUMO energy = 2.14 eV
total charge = -1
energy = -296950.484 eV
largest force on an atom = 1.09 eV Å⁻¹
frontier orbital gap = 0.2378 Ha
relative energy (zero: lowest compared OMol25 entry of this formula, charge and spin) = 0.00 kcal per mole

The geometry in XYZ format:
```
46
Properties=species:S:1:pos:R:3:mulliken_charge:R:1
Al 0.94300 0.08830 -0.22003 1.066
C 5.00469 1.22925 -0.76335 -0.817
C 5.07789 2.42954 -0.08281 -0.460
C 3.92041 2.90942 0.54136 -0.841
C 2.72977 2.19364 0.47377 1.077
N 2.70356 1.04826 -0.21076 0.245
C 3.79724 0.57637 -0.81077 0.620
C 1.44229 2.57049 1.08158 0.441
C 1.36469 3.76336 1.79281 -1.244
C 0.15684 4.15493 2.35652 -0.560
C -0.95906 3.33737 2.21586 -1.189
C -0.85663 2.15485 1.48461 0.322
C 0.33889 1.71473 0.89066 0.326
H 5.85202 0.79701 -1.29535 0.444
H 5.99622 3.01484 -0.04227 0.400
H 3.93448 3.86984 1.03439 0.333
H 3.72578 -0.37099 -1.33249 -0.473
H 2.22791 4.39704 1.89216 0.295
H 0.07467 5.08521 2.87513 0.409
H -1.90252 3.62359 2.65899 0.412
H -1.76433 1.56903 1.35672 0.239
Se 0.52434 -4.30162 -2.57364 -0.697
Sb 1.92313 -2.44467 -1.93841 0.526
Se 0.88329 -0.22685 -2.58039 -0.506
Se 1.80769 -1.98951 0.58925 -0.516
Se 4.20142 -2.54299 -2.66824 -0.677
C -2.38282 -0.53337 0.37517 -0.801
C -3.80402 -1.13079 0.42151 -1.353
N -3.85575 -2.41395 -0.27804 -0.231
C -3.42121 -2.23411 -1.63818 -0.855
C -2.01449 -1.58462 -1.73204 -0.566
N -1.47675 -1.39816 -0.38020 0.399
C -1.44928 -2.71290 0.24859 -0.473
C -2.89165 -3.31344 0.33616 -0.835
H -1.95801 -0.46356 1.37731 0.610
H -2.36881 0.43026 -0.13320 0.641
H -4.50821 -0.45342 -0.06867 0.328
H -4.14347 -1.30773 1.43823 0.351
H -4.17403 -1.62686 -2.14339 0.300
H -3.40755 -3.21143 -2.13431 0.330
H -2.02681 -0.62231 -2.19025 0.536
H -1.32845 -2.24383 -2.26718 0.191
H -1.02374 -2.63716 1.22519 0.582
H -0.82564 -3.39742 -0.33952 0.073
H -3.17542 -3.51523 1.35140 0.261
H -2.91160 -4.28040 -0.19390 0.337
```

[4]
A molecular structure, C17H20Br2N4O5S4Y. Source: the Open Molecules 2025 dataset; level of theory: wB97M-V/def2-TZVPD.

Calculated values
LUMO energy = -3.77 eV
total charge = +1
energy = -218619.100 eV
largest force on an atom = 0.47 eV Å⁻¹
frontier orbital gap = 0.2346 Ha
relative energy (zero: lowest compared OMol25 entry of this formula, charge and spin) = 13.38 kcal per mole

The geometry in XYZ format:
```
53
Properties=species:S:1:pos:R:3:mulliken_charge:R:1
Y 0.27825 0.60513 0.03302 1.088
C -4.96833 -0.59059 -0.98691 -1.029
N -4.04684 0.41517 -0.47371 0.160
C -4.60875 1.36607 0.47951 -1.061
C -2.76116 0.46227 -0.79216 1.353
O -1.98289 1.30974 -0.31833 -0.776
C -2.19100 -0.57575 -1.74108 -1.637
O -0.83799 -0.23866 -2.00555 -0.064
C -0.57773 0.49202 -3.19726 -0.450
C 0.33547 1.67393 -2.88875 0.391
O 0.40362 2.11254 -1.72216 -1.078
N 0.99726 2.21398 -3.89741 0.213
C 0.94539 1.67018 -5.25318 -0.977
C 1.92865 3.31538 -3.66853 -1.021
H -5.61526 -0.91411 -0.17329 0.353
H -4.44188 -1.46686 -1.35416 0.403
H -5.58965 -0.18065 -1.78496 0.303
H -4.88565 0.84430 1.39670 0.351
H -5.49836 1.82394 0.04762 0.382
H -3.87513 2.13189 0.70414 0.279
H -2.75894 -0.66118 -2.66812 0.734
H -2.18254 -1.54361 -1.23497 0.463
H -1.50998 0.88260 -3.61677 0.548
H -0.11117 -0.17882 -3.91668 0.439
H -0.07763 1.47008 -5.56561 0.386
H 1.54106 0.75914 -5.33317 0.338
H 1.35748 2.41346 -5.92975 0.320
H 1.88646 3.61458 -2.62798 0.311
H 1.65567 4.15724 -4.30337 0.348
H 2.94092 2.99317 -3.91356 0.370
Br -2.42890 -3.30275 2.20240 -0.158
C -2.08928 -1.63429 3.01514 -0.253
C -2.58835 -1.37540 4.30535 -0.387
C -2.38058 -0.16716 4.90313 -0.121
Br -3.07476 0.13553 6.63494 -0.205
C -1.65726 0.85290 4.23455 0.487
C -1.39120 2.13791 4.75427 -0.676
C -0.67951 3.03952 4.01326 -1.049
C -0.21760 2.66585 2.74302 -0.323
N -0.44921 1.48186 2.21966 0.353
C -1.16149 0.56876 2.94598 0.287
C -1.37671 -0.69252 2.30392 0.793
O -0.87148 -0.88524 1.11256 -0.531
H -3.14019 -2.15153 4.81686 0.458
H -1.75288 2.39654 5.74017 0.374
H -0.46073 4.02738 4.39201 0.413
H 0.36595 3.35784 2.14558 0.475
S 2.35383 -0.47232 -1.79768 -0.286
S 1.70720 -2.13270 -0.82163 0.070
S 3.19610 -2.63851 0.51170 -0.046
S 3.64626 -0.85012 1.49081 0.137
O 2.33691 1.26097 1.31404 -0.541
N 2.35150 0.04812 1.04944 0.286
```

[5]
12 unconnected molecules or ions with the total composition C17H20BrCl33FNO4. Source: the Open Molecules 2025 dataset; level of theory: wB97M-V/def2-TZVPD.

Calculated values
LUMO energy = -0.79 eV
SMILES string = O=COCCN(CCF)C(=O)OBr.ClC(Cl)Cl.ClC(Cl)Cl.ClC(Cl)Cl.ClC(Cl)Cl.ClC(Cl)Cl.ClC(Cl)Cl.ClC(Cl)Cl.ClC(Cl)Cl.ClC(Cl)Cl.ClC(Cl)Cl.ClC(Cl)Cl
energy = -513630.386 eV
largest force on an atom = 2.08 eV Å⁻¹
frontier orbital gap = 0.3482 Ha

The geometry in XYZ format:
```
77
Properties=species:S:1:pos:R:3:mulliken_charge:R:1
O 2.19017 0.82749 2.16058 -0.446
C 1.10321 0.89919 1.65350 0.432
O 0.33652 2.00884 1.82248 -0.343
C 0.31677 2.81863 0.64253 -0.215
C -1.15014 3.22258 0.34245 -1.354
N -2.04810 2.11554 0.61219 0.527
C -2.23567 1.23664 -0.55250 -0.825
C -2.44331 -0.19114 -0.08779 0.004
F -3.50302 -0.75314 -0.75518 -0.345
C -3.21003 2.51168 1.23874 0.360
O -3.26913 3.31056 2.13133 -0.606
O -4.35452 1.87101 0.75843 -0.336
Br -5.05384 0.81383 2.09708 0.123
H 0.75008 0.00807 1.07811 0.187
H 0.66589 2.22717 -0.20022 0.425
H 0.89832 3.71143 0.80969 0.241
H -1.22946 3.55102 -0.68720 0.379
H -1.36119 4.07423 0.96939 0.586
H -3.02648 1.54522 -1.22236 0.425
H -1.29614 1.24964 -1.08665 0.435
H -2.62970 -0.23805 0.97718 0.333
H -1.56686 -0.77303 -0.30859 0.001
Cl 4.33325 0.45367 6.01102 -0.134
C 3.72690 -0.78636 4.91333 0.500
Cl 4.91116 -2.07989 4.71468 -0.134
Cl 2.18760 -1.43188 5.48817 -0.142
H 3.55718 -0.33001 3.94618 -0.083
Cl 3.86551 2.21266 -1.19475 0.019
C 4.04953 3.25104 0.21695 0.320
Cl 5.75286 3.53714 0.57167 -0.139
Cl 3.19093 4.78089 -0.01247 -0.167
H 3.60586 2.74294 1.06524 -0.008
Cl -8.55036 -0.46185 4.34443 -0.114
C -7.18393 -1.45541 4.84506 -0.077
Cl -6.83613 -2.69708 3.63671 -0.108
Cl -5.75831 -0.46019 5.13848 -0.051
H -7.44375 -1.95143 5.77034 0.370
Cl 6.74329 -2.28976 -0.04997 -0.130
C 6.26660 -1.35092 -1.46589 0.091
Cl 4.58351 -1.67699 -1.88753 -0.051
Cl 6.51643 0.37282 -1.18634 -0.075
H 6.88888 -1.65508 -2.29771 0.158
Cl 3.37116 1.48474 -4.31372 -0.118
C 4.90668 1.49087 -5.18881 -0.078
Cl 5.82357 0.03120 -4.83352 0.053
Cl 4.63797 1.65997 -6.92281 -0.129
H 5.48428 2.34084 -4.85058 0.285
Cl -0.53386 -3.69543 -0.33119 -0.124
C 0.72842 -3.67122 0.89583 -0.023
Cl 2.09631 -4.65978 0.39153 -0.114
Cl 1.26779 -2.01512 1.25816 -0.055
H 0.32151 -4.09161 1.80522 0.307
Cl 8.94047 -1.20560 -7.10731 -0.108
C 9.47112 0.19996 -6.18342 -0.072
Cl 8.81989 1.68647 -6.87743 -0.113
Cl 8.99597 0.04657 -4.49227 -0.081
H 10.54994 0.24884 -6.22935 0.368
Cl -9.19507 -1.21622 -0.53749 -0.147
C -7.83229 -2.22803 -0.03860 -0.066
Cl -7.49090 -3.45315 -1.26649 -0.123
Cl -6.41165 -1.23945 0.28628 0.078
H -8.10894 -2.73448 0.87633 0.261
Cl -7.19930 -0.58562 -4.91841 -0.136
C -7.21989 0.37797 -3.43983 0.591
Cl -5.58945 0.59167 -2.80833 -0.068
Cl -7.99644 1.93806 -3.72162 -0.139
H -7.79884 -0.15617 -2.69809 -0.263
Cl -3.87159 1.57562 7.44623 -0.095
C -4.81448 0.87255 8.75938 -0.043
Cl -6.51200 1.33734 8.63109 -0.109
Cl -4.64956 -0.88562 8.78042 -0.113
H -4.42958 1.25640 9.69372 0.354
Cl 4.17900 -4.86884 -6.89541 -0.128
C 4.36276 -4.08991 -5.32426 0.016
Cl 6.03419 -3.57426 -5.07781 -0.104
Cl 3.25408 -2.72741 -5.16982 -0.094
H 4.11833 -4.81292 -4.55848 0.297
```